ORCA calculation (ωB97M-V/def2-TZVPD) on a cluster of 3 separate species, C4H10NO3 in total at a distorted geometry.

Geometry as ORCA input:
```
! wB97M-V def2-TZVPD RIJCOSX def2/J DEFGRID3
* xyz -1 1
O 2.945 -1.429 -2.078
O -2.280 -1.028 0.773
O 0.081 -1.884 0.881
N -0.528 2.059 0.802
C -0.602 0.738 0.782
C 2.473 -0.549 -1.363
C -2.120 0.250 0.452
C 1.240 0.136 -1.416
H 0.208 2.361 1.464
H 0.036 0.267 -0.072
H 0.465 -0.135 -2.118
H -2.400 0.513 -0.580
H 0.122 -1.658 -0.056
H 3.102 -0.209 -0.508
H -0.882 -1.621 1.021
H -0.322 0.248 1.721
H 1.172 1.030 -0.812
H -2.711 0.911 1.106
*
```

ΔE to the lowest compared entry with this formula, charge and spin in kcal/mol: 166.94
M in g/mol: 120.13
Strongest force on any atom in eV/Å: 3.1
Orbital gap in eV: 5.62
DFT total energy in Ha: -438.71920
E_HOMO in eV: -4.2

Results of the Mulliken charge analysis, in e, for atoms 1 through 8:
1 O -0.57
2 O -0.75
3 O -0.75
4 N -0.70
5 C 0.46
6 C 0.29
7 C -0.24
8 C -0.99